# 1
Below is C26H28ClP2Sm as an isolated structure, with properties calculated with wB97M-V/def2-TZVPD.

Calculated values
* HOMO (spin up / spin down): -13.84 / -13.84 eV
* spin multiplicity: 6
* gap between HOMO and LUMO (spin up / spin down): 5.6126 / 5.8912 eV
* maximum force: 3.866 eV/A
* expectation value of S²: 8.763
* net charge: +2

Last column: Löwdin charge in e.
Cartesian coordinates (Å):
Sm1 -0.1864 -0.8912 0.8383  1.221
Cl1 0.2925 1.4967 1.4974  -0.042
P1 -0.1196 -0.0833 -2.0761  0.993
C1 -1.3813 -0.8829 -3.1252  -0.387
C2 -1.0534 -1.8887 -4.0502  -0.088
C3 -2.0475 -2.5435 -4.7794  -0.064
C4 -3.3923 -2.2084 -4.5819  -0.051
C5 -3.7303 -1.1805 -3.6921  -0.070
C6 -2.7388 -0.5570 -2.9377  -0.143
C7 -0.3220 1.7159 -2.4105  -0.369
C8 0.5569 2.5737 -1.7178  -0.142
C9 0.4869 3.9521 -1.9026  -0.058
C10 -0.4601 4.4979 -2.7807  -0.051
C11 -1.2836 3.6490 -3.5252  -0.056
C12 -1.1740 2.2581 -3.3867  -0.083
C13 1.4366 -0.4377 -2.9669  -0.393
C14 2.5083 -1.0873 -2.3235  -0.109
C15 3.7122 -1.2526 -3.0085  -0.065
C16 3.8443 -0.8041 -4.3284  -0.046
C17 2.7627 -0.2122 -4.9901  -0.039
C18 1.5595 -0.0321 -4.3054  -0.082
H1 1.2956 2.1547 -1.0329  0.064
H2 1.1737 4.6078 -1.3673  0.118
H3 -0.5455 5.5808 -2.8899  0.119
H4 -2.0015 4.0641 -4.2352  0.117
H5 -1.7341 1.6036 -4.0608  0.107
H6 -0.0118 -2.1591 -4.2050  0.092
H7 -1.7727 -3.3209 -5.4946  0.106
H8 -4.1807 -2.7379 -5.1116  0.117
H9 -4.7695 -0.8635 -3.5878  0.116
H10 -3.0351 0.1947 -2.2036  0.091
H11 2.3944 -1.4600 -1.3003  0.073
H12 4.5575 -1.7358 -2.5159  0.115
H13 4.7939 -0.9231 -4.8466  0.119
H14 2.8452 0.1096 -6.0305  0.122
H15 0.7093 0.4213 -4.8195  0.120
H16 -0.2220 -4.9801 -4.3697  0.020
H17 0.5239 -4.9003 -4.3198  0.035
C19 -4.1155 -2.9796 0.4320  -0.214
P2 -2.5379 -2.1210 0.5508  0.835
C20 -2.9047 -0.3335 0.8556  -0.280
C21 -1.6637 -2.4967 2.1266  -0.478
C22 -0.3609 -3.1042 1.9500  -0.216
C23 0.7114 -2.5612 2.6997  -0.158
C24 0.4202 -1.8346 3.8777  -0.024
C25 -0.9031 -1.6230 4.2670  -0.005
C26 -1.9537 -1.8814 3.3774  -0.024
H18 -4.6065 -2.6920 -0.5150  0.068
H19 -4.7573 -2.7050 1.2824  0.071
H20 -3.9489 -4.0686 0.4267  0.074
H21 -3.7405 -0.3781 1.5648  0.074
H22 -2.1083 0.3292 1.2953  -0.014
H23 -3.2418 0.1081 -0.0894  0.051
H24 -0.1825 -3.8430 1.1537  0.140
H25 1.7531 -2.7762 2.4429  0.137
H26 1.2318 -1.5253 4.5357  0.144
H27 -1.1184 -1.2596 5.2749  0.144
H28 -2.9905 -1.6938 3.6760  0.145

Forces on atoms 1 to 3 (eV/Å):
Sm 1.68 3.09 -1.60
Cl -0.22 -0.89 0.09
P 0.24 0.36 -1.11

=====

# 2
Below is C4H7N3O2 as an isolated structure, with properties calculated with wB97M-V/def2-TZVPD.

Calculated values
* HOMO: -9.80 eV
* spin multiplicity: 1
* gap between HOMO and LUMO: 10.5735 eV
* maximum force: 3.829 eV/A

Last column: Löwdin charge in e.
Cartesian coordinates (Å):
C1 -3.0586 0.2797 0.1687  -0.232
C2 -1.0528 0.1115 -0.0888  -0.219
C3 2.6564 -0.5165 0.1914  -0.108
C4 0.5299 0.4066 -0.2981  -0.318
N1 -1.9939 1.0367 0.1199  0.130
N2 -2.8459 -1.0400 0.0050  0.033
N3 -1.5566 -1.1389 -0.1091  0.023
O1 0.9343 1.6701 0.1592  0.024
O2 1.2702 -0.6557 0.3007  -0.119
H1 -3.9997 0.6006 0.4396  0.082
H2 3.1075 -1.3734 0.5333  0.056
H3 3.1792 0.2451 0.8170  0.100
H4 2.9439 -0.2175 -0.8588  0.114
H5 0.7140 0.4858 -1.3452  0.133
H6 -0.9668 -2.0741 -0.1533  0.231
H7 0.1386 2.1800 0.1185  0.070

Forces on atoms 1 to 3 (eV/Å):
C -0.41 -3.00 -0.19
C 3.76 0.70 0.27
C 0.81 2.97 -1.42

=====

# 3
Below is a 2-piece molecular cluster, CH2ClN3O4 overall, with properties calculated with wB97M-V/def2-TZVPD.

Calculated values
* HOMO (spin up / spin down): -10.47 / -10.74 eV
* spin multiplicity: 1
* gap between HOMO and LUMO (spin up / spin down): 7.0778 / 8.2386 eV
* maximum force: 3.245 eV/A

Last column: Löwdin charge in e.
Cartesian coordinates (Å):
C1 0.8432 1.3968 0.1048  -0.694
N1 -0.1912 0.5872 0.2805  0.197
N2 2.0629 0.8614 -0.4064  -0.282
N3 1.9310 -2.2892 0.0437  -0.566
O1 0.8295 2.6090 0.1273  0.083
O2 0.7292 -2.2731 -0.0401  0.078
O3 2.6394 -3.2175 -0.0481  0.162
O4 2.5846 -1.1827 0.0329  -0.003
Cl1 3.5891 1.2000 0.1259  0.790
H1 -0.1133 -0.4246 0.1527  0.083
H2 -0.9695 1.0424 0.7967  0.152

Forces on atoms 1 to 3 (eV/Å):
C 0.97 1.35 0.11
N -0.81 -0.21 0.81
N 0.84 -1.79 -0.70

=====

# 4
Below is C21H31BeF5P2 as an isolated structure, with properties calculated with wB97M-V/def2-TZVPD.

Calculated values
* HOMO: -7.01 eV
* spin multiplicity: 1
* gap between HOMO and LUMO: 7.3721 eV
* maximum force: 3.647 eV/A

Last column: Löwdin charge in e.
Cartesian coordinates (Å):
P1 -1.3314 1.1880 -3.9515  0.870
P2 -0.9392 -0.1786 -0.4313  0.955
C1 -2.2264 -0.1200 -2.9998  -0.391
C2 -2.3206 0.3874 -1.5463  -0.419
H1 -1.6873 -1.0821 -3.0448  0.057
H2 -3.2283 -0.2412 -3.4492  0.083
H3 -2.2958 1.5193 -1.4837  0.076
H4 -3.2823 0.0999 -1.0920  0.070
C3 -0.5735 -1.9173 -0.9455  -0.254
H5 -0.6718 -2.6081 -0.0875  0.042
H6 0.4226 -2.0008 -1.4079  0.040
H7 -1.3791 -2.1351 -1.6579  0.022
C4 -2.1564 -0.8201 0.8650  -0.264
H8 -3.0787 -1.0519 0.3139  0.028
H9 -2.3755 -0.0673 1.6378  0.038
H10 -1.7555 -1.7486 1.3365  0.034
C5 -0.7738 0.3808 -5.4642  -0.216
H11 -0.1525 1.0840 -6.0326  0.057
H12 -1.6632 0.1153 -6.0499  0.053
H13 -0.2128 -0.5312 -5.2165  0.060
C6 -2.6966 2.2514 -4.5816  -0.199
H14 -3.4507 2.4551 -3.8112  0.057
H15 -3.1795 1.7418 -5.4309  0.053
H16 -2.2691 3.1905 -4.9630  0.046
Be1 -0.2320 1.6936 -2.4075  0.067
C7 0.7874 -1.5831 5.4821  -0.108
C8 1.4057 -2.7333 5.1768  -0.117
C9 1.9057 -3.1839 3.8259  -0.182
C10 2.4915 -2.1530 2.7994  -0.179
C11 1.5236 -1.6928 1.7723  -0.125
C12 0.5743 -0.8100 2.1023  -0.180
C13 -0.3380 -0.9831 3.2837  -0.200
C14 0.4287 -0.4820 4.5155  -0.189
C15 0.4075 3.0014 -3.4876  -0.221
H17 0.5026 -1.3574 6.5282  0.102
H18 1.5584 -3.4709 5.9805  0.099
H19 1.1651 -3.7764 3.2653  0.115
H20 2.7333 -3.8828 4.0246  0.100
H21 2.8802 -1.2434 3.2801  0.115
H22 3.3489 -2.6266 2.2897  0.113
H23 1.7703 -2.0154 0.7412  0.107
H24 0.5612 0.2061 1.6643  0.085
H25 -0.7579 -2.0031 3.4094  0.128
H26 -1.2165 -0.3155 3.1665  0.089
H27 1.3112 0.0666 4.1348  0.112
H28 -0.2363 0.2565 5.0025  0.110
H29 0.7030 3.7058 -2.7034  0.002
H30 -0.1446 3.5830 -4.2373  -0.015
H31 1.2981 2.6096 -3.9840  0.012
F1 2.3627 0.0971 -1.9328  0.051
C16 1.9858 0.9527 -0.9343  -0.232
C17 0.7652 1.6212 -0.9959  -0.197
C18 0.3995 2.4573 0.0642  -0.262
F2 -0.7948 3.1332 -0.0073  0.050
C19 1.1889 2.5948 1.2045  -0.145
F3 0.7119 3.2509 2.2896  0.097
C20 2.4042 1.8932 1.2535  -0.149
F4 3.0551 1.8584 2.4384  0.091
C21 2.8219 1.0874 0.1824  -0.131
F5 3.9453 0.3327 0.3060  0.090

Forces on atoms 1 to 3 (eV/Å):
P -2.23 -2.66 0.45
P -1.71 -1.95 2.24
C -1.37 0.01 -0.93

=====

# 5
Below is one molecule with the formula C5H7NO, with properties calculated with wB97M-V/def2-TZVPD.

Calculated values
* HOMO: -9.43 eV
* SMILES: OCC#C[C@H]1CN1
* spin multiplicity: 1
* gap between HOMO and LUMO: 10.2815 eV
* maximum force: 0.596 eV/A

Last column: Löwdin charge in e.
Cartesian coordinates (Å):
O1 -0.3563 0.8868 2.9508  -0.059
C1 -1.3031 0.0515 2.3132  -0.274
C2 -1.0509 0.0168 0.8662  0.009
C3 -0.4012 -0.0601 -0.1499  0.021
C4 0.7179 -0.3483 -1.0169  -0.341
C5 0.7040 -0.4641 -2.4901  -0.144
N1 1.3683 0.6647 -1.8497  0.022
H1 0.4669 0.8082 2.4489  0.088
H2 -1.2098 -0.9886 2.6612  0.120
H3 -2.2935 0.4101 2.5993  0.116
H4 1.4210 -0.9786 -0.4787  0.139
H5 -0.2262 -0.3002 -3.0248  0.108
H6 1.3812 -1.1921 -2.9291  0.101
H7 0.7817 1.4939 -1.9001  0.095

Forces on atoms 1 to 3 (eV/Å):
O 0.23 0.06 0.02
C -0.33 -0.17 -0.09
C 0.45 -0.07 -0.38